Record 1
Below is a 2-piece molecular cluster, C3H6N2O2 overall at a distorted geometry, with properties calculated with ωB97M-V with the def2-TZVPD basis set.

XYZ file:
```
13
C3H6N2O2 ωB97M-V with the def2-TZVPD basis set
C -0.19246 1.48012 1.07624
C 1.22694 -2.06074 -2.68380
C -0.66008 1.02406 2.44324
N -0.71230 1.12207 0.05991
N -1.17473 0.75182 -0.87733
O 2.06016 -1.22448 -2.69680
O 0.04246 -1.95260 -2.21150
H 0.50569 2.28831 1.03455
H 1.37386 -3.16766 -3.14218
H -1.10396 0.08199 2.59124
H -1.36816 1.80018 2.91161
H 0.15889 1.09364 3.10226
H -0.15631 -1.23672 -1.60744
```

## Properties
gap between HOMO and LUMO	0.344	hartree
charge	0
LUMO energy	0.0240	hartree
HOMO	-8.72	eV
2S+1	1
energy	-377.81273	Ha
relative energy (zero: lowest compared OMol25 entry of this formula, charge and spin)	92.0	kcal per mole

---

Record 2
Below is C41H107BFNO14SSi2 as an isolated structure, with properties calculated with ωB97M-V with the def2-TZVPD basis set.

XYZ file:
```
168
C41H107BFNO14SSi2 ωB97M-V with the def2-TZVPD basis set
C 3.04973 6.33202 -1.30494
C 3.46472 4.86304 -1.39973
N 2.37841 3.94644 -0.96733
Si 1.06573 3.78299 -2.07954
O -0.30519 3.34994 -1.23745
Si -1.51054 4.37136 -0.81309
S -0.88270 5.60209 0.82689
C -2.05523 5.44827 -2.23346
C -1.34351 6.77451 -2.46494
F -0.79023 6.80852 -3.73988
C -2.94038 3.27109 -0.23238
O -2.78732 1.90703 -0.62967
O -3.13527 1.82580 -2.01538
B 1.41110 2.32850 -3.46529
O 1.54932 2.59967 -4.79330
O 1.59656 1.02723 -3.06934
H 3.82186 6.92467 -0.82077
H 2.84157 6.76375 -2.28572
H 2.14153 6.42038 -0.70874
H 3.80937 4.63647 -2.41442
H 4.31609 4.67761 -0.74527
H 2.78237 3.04149 -0.75118
H 0.88301 5.11818 -2.69213
H -1.95639 5.46206 1.59275
H -3.11331 5.63092 -2.02104
H -2.03706 4.88071 -3.16843
H -0.52709 6.95481 -1.76639
H -2.04023 7.60795 -2.41026
H -3.03254 3.23513 0.85387
H -3.88681 3.65525 -0.62659
H -2.27583 1.81294 -2.45862
H 1.23172 1.90544 -5.36955
H 1.30823 0.86504 -2.17409
C 5.70505 -0.32868 -0.88006
C 5.31560 1.13812 -0.90095
O 6.23369 1.98586 -1.55520
C 6.49363 1.67520 -2.91299
C 5.24601 1.65894 -3.77763
H 6.67922 -0.46488 -0.41058
H 4.96612 -0.89961 -0.31612
H 5.75033 -0.75549 -1.88353
H 5.26232 1.52532 0.11798
H 4.31331 1.24797 -1.34173
H 7.03118 0.72332 -3.00207
H 7.17558 2.45497 -3.24949
H 4.54598 0.87640 -3.48113
H 5.50558 1.49222 -4.82335
H 4.72784 2.61700 -3.69948
C 5.11638 4.57431 3.73735
C 4.18140 5.76132 3.56921
O 3.26738 5.62921 2.50004
C 2.38227 4.52043 2.58335
C 1.47027 4.54793 3.79750
H 5.67202 4.39289 2.81620
H 5.82884 4.77523 4.53841
H 4.57797 3.66064 3.99243
H 4.75899 6.65567 3.33076
H 3.65495 5.96397 4.51033
H 2.93456 3.57705 2.54341
H 1.78177 4.56054 1.68158
H 2.02129 4.48054 4.73813
H 0.78471 3.70023 3.75358
H 0.88531 5.46966 3.81819
C 1.69090 -0.74165 4.38333
C 1.46902 0.70419 3.98205
O 2.24017 1.12824 2.87105
C 2.02132 0.43311 1.66124
C 0.59967 0.53060 1.13026
H 2.73975 -0.92614 4.61803
H 1.09101 -0.98161 5.26158
H 1.39645 -1.43214 3.59104
H 1.76060 1.36934 4.79504
H 0.40262 0.88293 3.79457
H 2.32687 -0.61599 1.75446
H 2.70729 0.90065 0.95535
H -0.12365 0.06022 1.79717
H 0.52924 0.02067 0.16633
H 0.31115 1.57493 0.99231
C -5.26559 -0.73600 -0.96269
C -6.15107 0.36736 -1.51483
O -6.85378 0.01521 -2.69276
C -7.74264 -1.08097 -2.57991
C -8.85156 -0.89616 -1.56004
H -4.54637 -1.05658 -1.71674
H -4.71343 -0.36896 -0.09807
H -5.84203 -1.60807 -0.64733
H -5.53163 1.21525 -1.79981
H -6.84775 0.72137 -0.74392
H -7.19105 -2.00643 -2.37367
H -8.17598 -1.18650 -3.57476
H -8.46861 -0.80428 -0.54244
H -9.51958 -1.75737 -1.59462
H -9.43132 0.00038 -1.78534
C -0.33686 -5.47582 7.80798
C -0.50220 -4.02796 7.37938
O 0.29380 -3.65275 6.27075
C 0.06149 -4.36408 5.06954
C -1.35106 -4.21888 4.53143
H 0.70758 -5.69027 8.03581
H -0.93280 -5.66516 8.70104
H -0.66817 -6.17325 7.03777
H -0.17814 -3.36631 8.18282
H -1.55963 -3.80730 7.18971
H 0.33136 -5.42016 5.18632
H 0.75963 -3.93369 4.35100
H -2.09993 -4.63822 5.20411
H -1.44262 -4.73520 3.57520
H -1.59259 -3.16578 4.38027
C -13.12080 -2.75191 -4.64203
C -11.73393 -2.26363 -4.26139
O -11.04830 -3.10763 -3.35491
C -10.80488 -4.43177 -3.79246
C -9.96529 -4.52709 -5.05483
H -13.73609 -2.88769 -3.75228
H -13.60335 -2.01916 -5.28907
H -13.09007 -3.69860 -5.18284
H -11.80785 -1.30896 -3.74022
H -11.13144 -2.09020 -5.16091
H -11.74715 -4.97756 -3.91905
H -10.27627 -4.89935 -2.96188
H -10.46618 -4.08631 -5.91737
H -9.76877 -5.57393 -5.28761
H -9.01050 -4.01768 -4.91862
C -4.40270 0.35831 3.15863
C -5.14777 -0.90138 3.56746
O -4.49780 -1.65841 4.57168
C -4.27352 -0.99562 5.80175
C -5.53775 -0.51813 6.49533
H -3.39573 0.11458 2.81696
H -4.93372 0.85157 2.34473
H -4.32100 1.07262 3.97934
H -5.22164 -1.57959 2.71730
H -6.17239 -0.65504 3.87008
H -3.57380 -0.16141 5.67091
H -3.76945 -1.73729 6.42189
H -6.06373 0.24113 5.91553
H -5.28406 -0.07860 7.46032
H -6.22027 -1.35188 6.66298
C 2.63393 -3.29893 0.66325
C 3.47846 -3.67831 -0.54192
O 4.82565 -3.97775 -0.23528
C 5.03665 -5.06024 0.65253
C 4.49347 -6.38971 0.15778
H 3.07769 -2.45202 1.18851
H 1.63038 -3.02077 0.33854
H 2.53427 -4.12168 1.37225
H 3.53514 -2.83237 -1.22827
H 3.00845 -4.50237 -1.09144
H 4.63338 -4.83081 1.64613
H 6.11974 -5.11869 0.75587
H 3.40736 -6.38044 0.05850
H 4.75259 -7.17823 0.86468
H 4.92203 -6.64046 -0.81304
C 11.01721 -2.02120 -6.31673
C 10.57980 -1.36160 -5.02012
O 9.39740 -0.59175 -5.12873
C 8.23617 -1.28900 -5.53670
C 7.82405 -2.41712 -4.60538
H 11.15344 -1.27403 -7.09896
H 11.96379 -2.54012 -6.16396
H 10.29262 -2.75600 -6.66997
H 11.33791 -0.65014 -4.69329
H 10.48285 -2.11169 -4.22625
H 8.34423 -1.65947 -6.56291
H 7.45334 -0.52998 -5.55504
H 8.56861 -3.21293 -4.56577
H 6.88845 -2.85781 -4.95105
H 7.67591 -2.04212 -3.59148
```

## Properties
gap between HOMO and LUMO	0.339	hartree
charge	0
LUMO energy	0.0090	hartree
HOMO	-8.98	eV
2S+1	1
energy	-3836.32298	Ha

---

Record 3
Below is C10H17Cl2NPb as an isolated structure at a distorted geometry, with properties calculated with ωB97M-V with the def2-TZVPD basis set.

XYZ file:
```
31
C10H17Cl2NPb ωB97M-V with the def2-TZVPD basis set
Pb 2.75773 -0.11503 -0.76390
Cl 1.58037 -2.30834 -0.25364
Cl 1.95214 0.76389 1.45970
C 4.79099 -0.24889 -0.58197
H 5.41892 0.59179 -0.16962
H 5.43219 -0.81112 -1.32705
C -0.92525 1.32660 -1.73356
C 0.11981 0.66483 -2.11778
H -0.82077 2.18904 -1.06901
C 0.04535 -0.57141 -2.97627
H 1.12490 1.12635 -1.96215
C -1.11237 -0.48580 -3.98220
H 0.98387 -0.78891 -3.49910
H -0.15640 -1.49279 -2.40061
C -2.41273 -0.12623 -3.24833
H -0.89124 0.25475 -4.75642
H -1.25979 -1.45343 -4.47169
C -2.31847 0.98649 -2.15673
H -3.20774 0.13107 -3.96054
H -2.74117 -1.03445 -2.72027
H -2.76046 1.92244 -2.55191
H -2.92255 0.64895 -1.29248
C -0.63765 -0.38654 6.10236
C 0.18928 0.22058 4.95405
C -0.32793 -0.15240 3.64280
N -0.78233 -0.44497 2.61297
H -1.67347 -0.03457 6.04631
H -0.23003 -0.10593 7.07648
H -0.64085 -1.47938 6.03040
H 0.18921 1.31719 5.03792
H 1.23646 -0.10377 5.03225
```

## Properties
gap between HOMO and LUMO (alpha / beta)	0.250 / 0.260	hartree
charge	0
LUMO energy (alpha / beta)	-0.0951 / -0.0636	hartree
HOMO (alpha / beta)	-9.38 / -8.82	eV
2S+1	1
energy	-1559.09373	Ha
relative energy (zero: lowest compared OMol25 entry of this formula, charge and spin)	0.0	kcal per mole

---

Record 4
Below is one molecule with the formula C4H8NOS at a distorted geometry, with properties calculated with ωB97M-V with the def2-TZVPD basis set.

XYZ file:
```
15
C4H8NOS ωB97M-V with the def2-TZVPD basis set
C 0.45830 1.03109 -1.02917
C -0.14037 0.03434 -2.10255
S -1.89705 -0.22713 -2.02486
C 0.70480 0.46327 0.38405
N -0.17229 -0.49494 0.75455
C -0.36530 -0.90707 2.13986
O 1.62372 0.82124 1.09234
H -0.16773 1.93010 -0.96126
H 1.42542 1.50976 -1.23552
H 0.40682 -0.86118 -1.76274
H 0.14169 0.46655 -3.04199
H -0.93089 -0.81205 0.17113
H -1.16219 -0.35213 2.64859
H -0.41400 -1.99638 2.21750
H 0.48907 -0.60549 2.75007
```

## Properties
gap between HOMO and LUMO (alpha / beta)	0.381 / 0.253	hartree
charge	0
LUMO energy (alpha / beta)	0.0302 / -0.0909	hartree
HOMO (alpha / beta)	-9.56 / -9.36	eV
2S+1	2
energy	-685.34729	Ha
relative energy (zero: lowest compared OMol25 entry of this formula, charge and spin)	5.3	kcal per mole

---

Record 5
Below is one molecule with the formula C3H10N2S at a distorted geometry, with properties calculated with ωB97M-V with the def2-TZVPD basis set.

XYZ file:
```
16
C3H10N2S ωB97M-V with the def2-TZVPD basis set
N -2.17964 0.17940 0.98379
C -0.76004 0.42250 1.05522
C -0.02021 -0.34545 -0.01600
N -0.55830 -0.05626 -1.35149
C 1.49304 -0.09324 0.09347
S 2.46967 -1.03454 -1.10885
H -2.76877 0.92012 1.31523
H -2.51393 -0.20706 0.12040
H -0.58226 1.49388 0.87860
H -0.38861 0.18873 2.05008
H -0.14310 -1.42093 0.19327
H -0.86654 -0.91269 -1.79560
H 0.20246 0.25416 -1.94503
H 1.63167 0.99421 0.05303
H 1.83456 -0.38502 1.07890
H 3.15001 0.00220 -1.60501
```

## Properties
gap between HOMO and LUMO	0.351	hartree
charge	0
LUMO energy	0.0308	hartree
structure (SMILES)	NC[C@@H](N)CS
HOMO	-8.72	eV
2S+1	1
energy	-627.98346	Ha
relative energy (zero: lowest compared OMol25 entry of this formula, charge and spin)	7.0	kcal per mole

---

Record 6
Below is C38H24F3MgN4O10Sb as an isolated structure, with properties calculated with ωB97M-V with the def2-TZVPD basis set.

XYZ file:
```
81
C38H24F3MgN4O10Sb ωB97M-V with the def2-TZVPD basis set
Mg -0.46311 -0.02254 -0.29488
O -1.15398 -0.97404 -2.21143
C -2.53681 -0.82778 -2.25746
C -3.07649 -0.23720 -3.38972
C -4.44876 -0.05337 -3.46531
C -5.27017 -0.46737 -2.42516
C -4.71398 -1.05063 -1.29971
C -3.33780 -1.23032 -1.18704
C -2.76243 -1.74600 0.11832
O -3.49967 -2.16739 0.99011
O -1.46812 -1.64867 0.22202
H -1.01337 -1.70722 -1.57228
H -2.41891 0.05655 -4.19771
H -4.87682 0.40757 -4.34620
H -6.34052 -0.32692 -2.48993
H -5.32513 -1.36407 -0.46407
F -2.23522 -2.19022 7.38626
C -1.69555 -1.56687 6.32306
C -2.13773 -1.90098 5.05874
C -1.57506 -1.25034 3.97002
C -0.59152 -0.28448 4.16127
C -0.16655 0.02732 5.44955
C -0.71717 -0.61332 6.54573
Sb 0.21278 0.65260 2.45238
C 2.28510 0.19758 2.67976
C 3.34460 1.09452 2.64211
C 4.66096 0.65296 2.68620
C 4.89998 -0.70474 2.75759
F 6.17215 -1.14077 2.78953
C 3.87473 -1.63248 2.78438
C 2.57043 -1.16765 2.74272
C 0.04560 2.70435 2.98618
C -1.14018 3.31617 2.57663
C -1.39952 4.64855 2.85254
C -0.44617 5.36700 3.54965
F -0.67547 6.66353 3.81794
C 0.73184 4.79478 3.98880
C 0.96570 3.45730 3.70514
H -2.90571 -2.65141 4.93305
H -1.91811 -1.50841 2.97186
H 0.59828 0.77891 5.60979
H -0.40729 -0.38798 7.55682
H 3.16763 2.15871 2.53779
H 5.49196 1.34502 2.65793
H 4.10285 -2.68836 2.83533
H 1.76480 -1.89560 2.75583
H -1.89238 2.74817 2.03972
H -2.31744 5.12622 2.53864
H 1.44208 5.38937 4.54672
H 1.87749 3.00752 4.08111
N 1.45928 -0.94905 -0.67829
C 2.55778 -1.02656 -0.99814
C 3.93252 -1.06962 -1.35490
C 4.76385 -0.05824 -0.87260
C 6.10678 -0.08842 -1.20336
C 6.60403 -1.10780 -2.00325
C 5.76753 -2.10678 -2.48313
C 4.42240 -2.09613 -2.16229
H 4.35254 0.73111 -0.26083
H 6.76586 0.68807 -0.83999
H 7.65515 -1.12217 -2.25937
H 6.16487 -2.89458 -3.10814
H 3.75672 -2.86623 -2.52636
O -1.15584 5.35274 -5.65370
N -1.89315 4.96075 -4.77042
O -3.09681 5.13403 -4.73866
C -1.30773 4.12489 -3.72716
C -2.11272 3.65896 -2.70656
C -1.55179 2.84357 -1.74249
C -0.16512 2.47110 -1.71166
O 0.34344 1.71913 -0.83394
C 0.59233 3.03424 -2.79506
C 0.04354 3.80999 -3.78534
N 2.01996 2.73632 -2.90022
O 2.65519 2.57811 -1.87747
O 2.48510 2.65982 -4.02449
N -2.43669 2.39077 -0.69561
O -2.18800 1.34015 -0.09279
O -3.40867 3.06116 -0.43374
H -3.15982 3.91576 -2.67035
H 0.65655 4.16845 -4.59863
```

## Properties
gap between HOMO and LUMO	0.283	hartree
charge	0
LUMO energy	-0.0502	hartree
HOMO	-9.07	eV
2S+1	1
energy	-3173.71718	Ha
relative energy (zero: lowest compared OMol25 entry of this formula, charge and spin)	1.5	kcal per mole

---

Record 7
Below is a 3-piece molecular cluster, C19H38N2O11 overall at a distorted geometry, with properties calculated with ωB97M-V with the def2-TZVPD basis set.

XYZ file:
```
70
C19H38N2O11 ωB97M-V with the def2-TZVPD basis set
N 4.08310 1.01255 0.21739
C 3.99031 1.31721 -1.23149
O 4.50062 0.60881 -2.13705
C 3.21028 2.65099 -1.69572
C 1.66504 2.31881 -2.09720
C 0.85218 1.82394 -0.81218
C 0.40730 3.08673 0.07283
O -0.93291 3.47890 -0.39338
C -1.67327 2.25005 -0.45649
O -2.86218 2.11816 -0.14235
C -0.59655 1.16340 -0.98057
O -0.90957 0.36792 -2.15166
N -1.07656 -0.92627 -1.66159
O -0.08544 -1.55883 -1.80620
H 4.95373 0.47778 0.37102
H 3.32559 0.34720 0.47579
H 3.14350 3.31461 -0.76478
H 3.75564 3.15903 -2.56655
H 1.68419 1.58475 -2.96729
H 1.21513 3.34156 -2.38842
H 1.42844 1.04730 -0.21358
H 0.22544 2.60365 1.10698
H 1.11662 3.97804 0.04128
H -0.61008 0.40173 -0.11061
C -9.18506 4.10502 4.94669
O -7.87246 3.75482 4.55013
C -7.24251 2.88455 5.48613
C -6.04128 2.19649 4.84792
O -6.40329 1.07366 4.04200
C -7.00752 1.38079 2.78485
C -6.01243 1.90910 1.75828
O -5.75788 3.29230 1.98112
C -4.55590 3.71752 1.36331
H -9.16871 4.62401 5.90971
H -9.60092 4.77101 4.19083
H -9.81392 3.21156 5.00788
H -7.95393 2.12959 5.83886
H -6.90704 3.49569 6.33244
H -5.42283 1.78667 5.65198
H -5.41674 2.89653 4.29061
H -7.85990 2.04934 2.90671
H -7.39754 0.42890 2.41243
H -6.43537 1.80900 0.75083
H -5.08201 1.33564 1.81790
H -3.70122 3.18245 1.78234
H -4.42892 4.78366 1.56134
H -4.60391 3.56381 0.28322
C 6.71794 -1.77958 -1.78677
O 5.82049 -2.87158 -1.88441
C 4.71065 -2.58458 -2.73481
C 4.01712 -3.87498 -3.15578
O 4.67821 -4.53888 -4.23551
C 5.89945 -5.19907 -3.90362
C 5.68618 -6.49119 -3.12347
O 5.45835 -6.20756 -1.74592
C 4.83981 -7.28903 -1.07518
H 6.21160 -0.90532 -1.37169
H 7.53306 -2.06847 -1.12253
H 7.13657 -1.54464 -2.77004
H 5.04613 -2.04020 -3.62411
H 4.01128 -1.96166 -2.16678
H 3.02709 -3.61377 -3.54098
H 3.86301 -4.55089 -2.31304
H 6.58931 -4.52572 -3.39460
H 6.35576 -5.46019 -4.86305
H 6.58819 -7.11267 -3.18790
H 4.83824 -7.04023 -3.54509
H 3.85610 -7.49517 -1.50684
H 4.70770 -7.01086 -0.02849
H 5.46856 -8.18391 -1.12510
```

## Properties
gap between HOMO and LUMO	0.299	hartree
charge	0
LUMO energy	-0.0321	hartree
structure (SMILES)	NC(=O)CC[C@H]1COC(=O)[C@H]1ON=O.COCCOCCOC.COCCOCCOC
HOMO	-9.00	eV
2S+1	1
energy	-1683.59342	Ha

---

Record 8
Below is one molecule with the formula C4H5BrO2 at a distorted geometry, with properties calculated with ωB97M-V with the def2-TZVPD basis set.

XYZ file:
```
12
C4H5BrO2 ωB97M-V with the def2-TZVPD basis set
C 0.65653 0.33883 -2.72502
C 0.38120 1.27811 -1.53557
C -0.15895 -0.64020 0.20463
C -0.09156 0.80510 -0.16632
O 1.62932 0.08598 -3.33140
O -0.57562 0.07546 -2.76929
Br 0.19388 3.01175 -2.16935
H -0.81554 -1.14677 -0.46518
H -0.50394 -0.91961 1.19195
H 0.89120 -1.09751 0.30003
H 0.60437 1.47743 0.59111
H -1.09691 1.19497 -0.01299
```

## Properties
gap between HOMO and LUMO (alpha / beta)	0.332 / 0.332	hartree
charge	0
LUMO energy (alpha / beta)	-0.0377 / -0.0376	hartree
HOMO (alpha / beta)	-10.05 / -10.05	eV
2S+1	1
energy	-2879.82103	Ha
relative energy (zero: lowest compared OMol25 entry of this formula, charge and spin)	42.0	kcal per mole